1.
{"formula": "C6H16N", "method": "ωB97M-V/def2-TZVPD", "symbols": ["C", "C", "C", "C", "C", "C", "N", "H", "H", "H", "H", "H", "H", "H", "H", "H", "H", "H", "H", "H", "H", "H", "H"], "xyz": [[0.14, -1.57, -1.74], [-0.62, -0.60, -0.82], [-0.11, -0.61, 0.61], [1.27, 0.05, 0.75], [1.26, 1.56, 0.49], [0.56, 2.48, 1.49], [-2.07, -1.18, -0.71], [0.92, -2.02, -1.16], [0.61, -1.08, -2.59], [-0.49, -2.31, -2.24], [-0.81, 0.40, -1.20], [0.01, -1.63, 0.98], [-0.83, -0.09, 1.23], [1.51, -0.02, 1.81], [1.97, -0.42, 0.10], [0.75, 1.73, -0.43], [2.26, 1.94, 0.29], [0.74, 2.29, 2.55], [0.78, 3.50, 1.25], [-0.53, 2.34, 1.42], [-2.62, -1.04, -1.56], [-2.57, -0.74, 0.06], [-2.02, -2.18, -0.53]], "fmax_ev_per_a": 2.2, "charge": 1, "spin_multiplicity": 1, "gap_ev": 11.09, "de_lowest_ev": 0.3721, "smiles": "CCCC[C@@H](C)[NH3+]", "total_energy_ha": -292.71056}



2.
{"formula": "C20H21MoN5O6PS5", "method": "ωB97M-V/def2-TZVPD", "symbols": ["Mo", "S", "C", "S", "C", "C", "S", "S", "S", "O", "C", "C", "C", "C", "C", "C", "C", "O", "N", "O", "O", "H", "H", "H", "H", "C", "N", "C", "N", "C", "N", "C", "P", "C", "C", "H", "H", "H", "H", "H", "H", "H", "H", "H", "H", "H", "H", "H", "O", "C", "C", "C", "C", "O", "N", "H", "H", "H", "H"], "xyz": [[1.45, -0.22, 1.14], [1.28, -4.17, 7.26], [1.31, -3.28, 5.90], [-0.02, -3.19, 4.77], [0.74, -2.11, 3.65], [1.99, -1.69, 3.94], [2.90, -0.65, 2.88], [2.66, -2.29, 5.42], [-0.03, -1.56, 2.19], [1.02, 1.59, 1.57], [0.63, 2.78, 1.89], [-0.32, 3.53, 1.26], [-0.71, 4.75, 1.91], [-1.70, 5.50, 1.39], [-2.37, 5.11, 0.18], [-2.02, 3.99, -0.48], [-0.95, 3.13, 0.00], [-0.56, 2.14, -0.63], [-2.11, 6.74, 2.06], [-3.03, 7.35, 1.57], [-1.52, 7.04, 3.08], [1.11, 3.20, 2.77], [-0.22, 5.07, 2.82], [-3.16, 5.75, -0.19], [-2.51, 3.73, -1.40], [-2.44, -0.10, -2.89], [-2.78, -0.87, -1.60], [-2.61, -2.37, -1.86], [-1.31, -2.64, -2.36], [-1.08, -1.90, -3.60], [-1.17, -0.46, -3.39], [-0.06, 0.06, -2.58], [-0.11, -0.64, -0.87], [-1.90, -0.43, -0.46], [-0.25, -2.42, -1.38], [-2.49, 0.96, -2.64], [-3.23, -0.36, -3.61], [-3.75, -0.68, -1.35], [-3.37, -2.64, -2.59], [-2.79, -2.88, -0.92], [-1.83, -2.20, -4.34], [-0.10, -2.15, -3.99], [-0.11, 1.15, -2.52], [0.88, -0.22, -3.05], [-2.10, 0.62, -0.26], [-2.15, -1.03, 0.41], [-0.40, -3.05, -0.50], [0.69, -2.73, -1.83], [1.99, -4.00, 0.37], [2.69, -3.11, -0.03], [4.00, -3.23, -0.80], [4.46, -1.79, -1.06], [3.36, -0.98, -0.45], [3.23, 0.24, -0.29], [2.39, -1.74, 0.09], [3.82, -3.80, -1.71], [4.70, -3.80, -0.20], [4.57, -1.54, -2.12], [5.40, -1.54, -0.57]], "fmax_ev_per_a": 0.9, "charge": 1, "spin_multiplicity": 1, "gap_ev": [5.59, 5.58], "de_lowest_ev": 1.1635, "total_energy_ha": -3900.18125}



3.
{"formula": "C5H11AuMgO4", "method": "ωB97M-V/def2-TZVPD", "symbols": ["O", "C", "C", "O", "C", "C", "O", "C", "Au", "H", "H", "H", "H", "H", "H", "H", "H", "H", "H", "Mg", "O", "H"], "xyz": [[2.14, -0.44, 0.81], [1.81, -1.80, 0.74], [0.80, -2.14, -0.35], [-0.43, -1.45, -0.30], [-0.55, -0.25, -1.11], [-1.74, 0.51, -0.57], [-1.28, 1.27, 0.58], [-2.21, 2.13, 1.19], [0.67, 0.82, 0.42], [1.44, -2.16, 1.72], [2.72, -2.41, 0.55], [0.58, -3.22, -0.32], [1.27, -1.90, -1.32], [-0.73, -0.52, -2.16], [-2.56, -0.14, -0.21], [-2.11, 1.23, -1.31], [-1.68, 2.69, 1.98], [-2.63, 2.84, 0.46], [-3.02, 1.53, 1.64], [3.57, 0.86, 0.36], [2.13, 1.43, -0.89], [1.79, 1.12, -1.93]], "fmax_ev_per_a": 5.2, "charge": 1, "spin_multiplicity": 4, "gap_ev": [6.33, 8.02], "de_lowest_ev": 0.8580, "total_energy_ha": -833.38843}



4.
{"formula": "C4H16NO3", "method": "ωB97M-V/def2-TZVPD", "symbols": ["O", "C", "C", "N", "C", "C", "H", "H", "H", "H", "H", "H", "H", "H", "H", "H", "H", "H", "H", "H", "O", "H", "H", "O"], "xyz": [[-0.47, 1.63, -1.92], [0.91, 1.52, -1.34], [0.87, 0.78, -0.03], [-0.24, -0.17, 0.45], [-0.63, -1.28, -0.49], [0.32, -2.45, -0.69], [-0.99, 0.93, -1.58], [1.45, 2.41, -1.12], [1.56, 0.95, -2.01], [0.97, 1.50, 0.78], [1.85, 0.29, 0.11], [-0.07, -0.62, 1.38], [-1.01, 0.51, 0.57], [-0.84, -0.88, -1.51], [-1.56, -1.68, -0.08], [0.11, -3.14, -1.46], [0.27, -3.07, 0.19], [1.28, -2.32, -1.02], [0.74, -0.16, 3.44], [1.30, -1.50, 2.97], [0.61, -0.90, 2.90], [-2.43, 2.81, 0.87], [-1.88, 2.73, -0.55], [-2.13, 2.12, 0.18]], "fmax_ev_per_a": 3.7, "charge": 1, "spin_multiplicity": 1, "gap_ev": 11.57, "de_lowest_ev": 2.0909, "total_energy_ha": -442.18777}



5.
{"formula": "C35H97AlF2N9O14S2", "method": "ωB97M-V/def2-TZVPD", "symbols": ["Al", "N", "S", "O", "O", "F", "S", "O", "O", "F", "C", "O", "H", "H", "H", "C", "C", "C", "O", "C", "N", "H", "H", "H", "H", "H", "H", "H", "H", "H", "H", "H", "C", "C", "C", "O", "C", "N", "H", "H", "H", "H", "H", "H", "H", "H", "H", "H", "H", "C", "C", "C", "O", "C", "N", "H", "H", "H", "H", "H", "H", "H", "H", "H", "H", "H", "C", "C", "C", "O", "C", "N", "H", "H", "H", "H", "H", "H", "H", "H", "H", "H", "H", "C", "C", "C", "O", "C", "N", "H", "H", "H", "H", "H", "H", "H", "H", "H", "H", "H", "C", "C", "C", "O", "C", "N", "H", "H", "H", "H", "H", "H", "H", "H", "H", "H", "H", "C", "C", "C", "O", "C", "N", "H", "H", "H", "H", "H", "H", "H", "H", "H", "H", "H", "C", "C", "C", "O", "C", "N", "H", "H", "H", "H", "H", "H", "H", "H", "H", "H", "H", "C", "C", "O", "H", "H", "H", "H", "H", "H"], "xyz": [[8.73, 13.56, 1.70], [9.00, 10.82, 1.44], [9.68, 9.84, 0.46], [8.89, 8.82, -0.15], [11.09, 9.61, 0.56], [9.66, 10.88, -0.80], [8.45, 9.62, 2.46], [9.29, 8.51, 2.75], [7.05, 9.41, 2.34], [8.49, 10.45, 3.81], [11.64, 13.12, -0.88], [10.45, 13.72, -1.00], [12.36, 13.54, -1.61], [12.05, 13.40, 0.12], [11.57, 12.02, -0.93], [8.56, 4.45, -0.25], [9.90, 4.22, 0.46], [10.40, 5.55, 0.99], [11.60, 5.44, 1.72], [12.33, 6.63, 1.70], [9.62, 3.28, 1.56], [8.71, 5.20, -1.03], [7.86, 4.73, 0.53], [8.18, 3.58, -0.79], [10.64, 3.70, -0.16], [9.64, 5.95, 1.68], [10.48, 6.27, 0.16], [13.11, 6.70, 2.46], [11.69, 7.50, 1.91], [12.80, 6.93, 0.75], [9.01, 3.72, 2.24], [10.49, 3.07, 2.04], [5.00, 7.50, 3.99], [5.61, 6.17, 4.39], [5.43, 5.11, 3.32], [6.03, 3.88, 3.66], [6.05, 2.99, 2.57], [7.05, 6.38, 4.67], [3.99, 7.38, 3.59], [5.51, 7.78, 3.06], [5.06, 8.29, 4.74], [5.07, 5.87, 5.29], [5.85, 5.54, 2.40], [4.34, 4.96, 3.23], [5.88, 1.97, 2.93], [7.07, 2.88, 2.18], [5.38, 3.13, 1.72], [7.46, 5.46, 4.64], [7.44, 6.99, 3.95], [15.32, 8.86, 0.07], [15.00, 10.22, 0.74], [14.70, 11.22, -0.35], [15.58, 11.21, -1.44], [15.39, 12.29, -2.32], [13.86, 9.87, 1.60], [15.77, 8.14, 0.77], [16.08, 8.95, -0.70], [14.44, 8.34, -0.31], [15.92, 10.37, 1.31], [14.62, 12.25, 0.04], [13.71, 10.94, -0.76], [14.35, 12.31, -2.67], [16.12, 12.33, -3.13], [15.73, 13.19, -1.79], [13.57, 10.76, 2.00], [13.04, 9.63, 1.04], [7.02, 9.53, 7.38], [8.42, 9.06, 6.90], [9.52, 9.64, 7.78], [9.96, 10.84, 7.17], [10.73, 11.67, 8.01], [8.56, 7.61, 6.91], [6.56, 8.83, 8.07], [6.35, 9.67, 6.52], [7.17, 10.54, 7.79], [8.47, 9.41, 5.87], [10.33, 8.90, 7.78], [9.26, 9.71, 8.84], [10.93, 12.61, 7.51], [11.63, 11.17, 8.39], [10.18, 11.90, 8.93], [7.80, 7.18, 6.38], [8.55, 7.21, 7.84], [12.04, 11.11, -5.27], [11.12, 10.42, -4.25], [11.97, 9.53, -3.29], [11.03, 8.92, -2.47], [10.89, 7.51, -2.46], [10.44, 11.52, -3.53], [11.50, 11.69, -6.01], [12.58, 10.35, -5.84], [12.80, 11.71, -4.77], [10.36, 9.80, -4.72], [12.57, 10.22, -2.69], [12.57, 8.82, -3.85], [9.96, 7.12, -2.05], [11.74, 7.18, -1.83], [11.21, 7.06, -3.41], [9.76, 10.97, -3.01], [11.10, 11.83, -2.82], [4.45, 12.35, 4.01], [5.74, 13.05, 3.58], [6.85, 13.03, 4.61], [7.99, 13.70, 4.06], [9.00, 13.88, 5.03], [6.30, 12.30, 2.43], [4.14, 12.76, 4.98], [4.55, 11.27, 4.06], [3.65, 12.55, 3.30], [5.53, 14.08, 3.30], [7.12, 12.01, 4.91], [6.49, 13.45, 5.55], [9.34, 13.01, 5.60], [8.72, 14.68, 5.73], [9.89, 14.27, 4.54], [5.68, 12.32, 1.62], [6.14, 11.31, 2.64], [5.86, 6.29, -2.03], [5.29, 7.16, -0.91], [4.05, 6.62, -0.24], [3.56, 7.61, 0.65], [2.22, 7.41, 1.02], [6.32, 7.29, 0.11], [6.41, 5.46, -1.61], [6.54, 6.89, -2.63], [5.08, 5.82, -2.63], [5.03, 8.15, -1.32], [4.30, 5.72, 0.34], [3.26, 6.36, -0.96], [1.57, 7.28, 0.15], [1.87, 8.34, 1.47], [2.08, 6.59, 1.74], [6.12, 8.02, 0.79], [7.21, 7.55, -0.31], [7.66, 9.84, -3.57], [7.48, 10.38, -5.02], [6.97, 9.37, -6.00], [7.91, 8.31, -6.17], [7.40, 7.03, -5.85], [6.60, 11.53, -4.90], [7.99, 10.62, -2.87], [8.48, 9.12, -3.53], [6.73, 9.52, -3.10], [8.50, 10.71, -5.23], [6.96, 9.80, -7.00], [5.97, 8.95, -5.84], [6.92, 7.04, -4.87], [8.13, 6.24, -6.00], [6.56, 6.80, -6.53], [6.90, 12.22, -4.22], [5.68, 11.33, -4.52], [12.38, 8.97, 4.47], [13.73, 9.56, 4.90], [14.73, 8.89, 4.16], [12.10, 9.26, 3.46], [11.53, 9.30, 5.08], [12.45, 7.89, 4.56], [13.86, 9.39, 5.97], [13.70, 10.63, 4.64], [14.57, 9.11, 3.22]], "fmax_ev_per_a": 7.3, "charge": 1, "spin_multiplicity": 1, "gap_ev": 1.47, "total_energy_ha": -4175.70226}



6.
{"formula": "C10H17OP", "method": "ωB97M-V/def2-TZVPD", "symbols": ["C", "C", "C", "C", "C", "C", "C", "C", "C", "C", "O", "P", "H", "H", "H", "H", "H", "H", "H", "H", "H", "H", "H", "H", "H", "H", "H", "H", "H"], "xyz": [[1.60, 1.66, 1.92], [-1.90, 1.35, -2.95], [-0.36, 1.01, 0.42], [-0.54, 1.25, -0.87], [0.86, 0.92, 1.15], [-1.78, 0.96, -1.66], [0.85, -1.90, 0.42], [3.23, -0.85, 0.46], [-4.07, 0.49, -1.62], [1.87, -1.05, 1.09], [-2.85, 0.51, -0.89], [1.82, -1.47, 2.90], [2.57, 1.35, 2.32], [1.39, 2.71, 2.22], [-2.77, 1.28, -3.59], [-1.03, 1.62, -3.46], [-1.22, 0.84, 1.12], [0.18, 1.81, -1.47], [-0.02, -1.85, 1.13], [1.17, -2.99, 0.62], [0.82, -1.83, -0.62], [3.14, -0.48, -0.51], [3.71, -1.81, 0.26], [3.88, -0.21, 0.95], [-4.81, 0.24, -0.91], [-4.18, -0.28, -2.38], [-4.22, 1.41, -2.07], [2.18, -2.88, 2.82], [0.47, -1.81, 3.19]], "fmax_ev_per_a": 3.6, "spin_multiplicity": 1, "gap_ev": 8.14, "de_lowest_ev": 4.6036, "total_energy_ha": -807.60322}